{"formula": "C25H97ClF18INO35P", "method": "wB97M-V/def2-TZVPD", "elements": ["C", "C", "O", "C", "C", "N", "C", "C", "C", "C", "F", "F", "C", "F", "F", "C", "F", "F", "C", "F", "F", "C", "F", "F", "C", "F", "F", "C", "F", "F", "C", "F", "F", "F", "C", "C", "C", "I", "C", "C", "O", "C", "C", "P", "O", "Cl", "C", "C", "C", "F", "H", "H", "H", "H", "H", "H", "H", "H", "H", "H", "H", "H", "H", "H", "H", "H", "H", "H", "H", "H", "H", "H", "H", "H", "H", "H", "H", "H", "H", "H", "H", "H", "H", "O", "H", "H", "O", "H", "H", "O", "H", "H", "O", "H", "H", "O", "H", "H", "O", "H", "H", "O", "H", "H", "O", "H", "H", "O", "H", "H", "O", "H", "H", "O", "H", "H", "O", "H", "H", "O", "H", "H", "O", "H", "H", "O", "H", "H", "O", "H", "H", "O", "H", "H", "O", "H", "H", "O", "H", "H", "O", "H", "H", "O", "H", "H", "O", "H", "H", "O", "H", "H", "O", "H", "H", "O", "H", "H", "O", "H", "H", "O", "H", "H", "O", "H", "H", "O", "H", "H", "O", "H", "H", "O", "H", "H", "O", "H", "H"], "coordinates": [[8.989, -0.394, 3.541], [7.564, 0.375, 3.536], [6.984, 0.120, 2.237], [5.747, 0.848, 2.058], [5.800, 1.405, 0.540], [4.559, 2.269, 0.359], [4.133, 2.331, -1.098], [2.639, 1.753, -1.033], [1.597, 2.641, -0.201], [0.149, 2.354, -0.858], [0.120, 2.942, -2.163], [0.085, 0.964, -1.063], [-1.078, 2.977, -0.039], [-0.521, 3.557, 1.137], [-1.543, 4.085, -0.794], [-2.258, 1.975, 0.320], [-2.721, 1.319, -0.853], [-1.718, 0.936, 1.126], [-3.452, 2.608, 1.189], [-3.427, 2.023, 2.484], [-3.318, 3.989, 1.410], [-4.913, 2.372, 0.605], [-5.778, 3.179, 1.392], [-5.084, 2.868, -0.711], [-5.468, 0.871, 0.777], [-4.451, -0.090, 0.906], [-6.155, 0.864, 2.024], [-6.543, 0.436, -0.311], [-7.524, 1.425, -0.544], [-5.827, 0.195, -1.508], [-7.340, -0.907, 0.011], [-7.448, -1.715, -1.126], [-8.703, -0.637, 0.404], [-6.767, -1.721, 1.026], [4.084, 3.742, -1.835], [5.077, 4.861, -1.216], [4.228, 5.982, -0.406], [6.108, 5.894, -2.854], [5.186, 1.312, -1.810], [4.515, 0.463, -3.032], [3.782, -0.682, -2.583], [4.361, -1.946, -3.004], [3.131, -2.880, -3.502], [6.684, 2.115, -2.718], [7.623, 3.024, -1.592], [8.007, 0.636, -3.427], [5.499, 0.296, -0.608], [6.605, -0.840, -0.776], [6.408, -2.116, 0.160], [6.601, -3.334, -0.595], [9.579, -0.197, 4.497], [8.850, -1.529, 3.392], [9.542, -0.016, 2.606], [6.972, -0.083, 4.410], [7.825, 1.477, 3.706], [5.783, 1.722, 2.799], [4.816, 0.211, 2.250], [6.809, 1.918, 0.539], [3.911, 1.776, 1.008], [4.718, 3.150, 0.874], [2.245, 1.670, -2.092], [2.652, 0.695, -0.596], [1.840, 3.747, -0.151], [1.588, 2.222, 0.867], [3.045, 4.235, -1.824], [4.356, 3.687, -2.949], [5.802, 4.434, -0.440], [3.610, 5.442, 0.402], [3.591, 6.625, -1.086], [4.996, 6.606, 0.178], [5.254, 0.265, -3.876], [3.737, 1.188, -3.478], [4.760, -2.468, -2.068], [5.200, -1.877, -3.762], [3.284, -3.291, -4.547], [2.925, -3.711, -2.740], [2.173, -2.232, -3.513], [8.137, 2.416, -1.020], [4.609, -0.303, -0.186], [6.747, -1.218, -1.838], [7.611, -0.363, -0.485], [7.266, -2.115, 0.920], [5.420, -2.116, 0.718], [-0.200, -2.212, -3.612], [-0.958, -2.384, -3.038], [-0.512, -1.522, -4.211], [-10.314, -2.711, 2.171], [-10.528, -1.796, 2.403], [-9.615, -2.626, 1.515], [-2.753, -1.983, -0.650], [-3.670, -2.001, -0.351], [-2.628, -1.079, -0.963], [-9.148, 4.238, -0.433], [-8.196, 4.289, -0.579], [-9.342, 3.294, -0.481], [-10.917, 0.956, 0.040], [-10.064, 0.506, 0.068], [-11.041, 1.168, -0.894], [2.944, 3.044, 2.651], [3.246, 2.436, 3.341], [2.311, 3.615, 3.105], [5.779, -2.243, -5.550], [5.425, -2.279, -6.447], [6.728, -2.382, -5.668], [3.306, 2.671, -5.013], [2.355, 2.837, -5.008], [3.428, 2.032, -5.727], [5.017, -4.204, -7.626], [4.066, -4.040, -7.618], [5.136, -4.846, -8.337], [-4.321, 1.382, 5.362], [-5.146, 0.876, 5.395], [-4.361, 1.841, 4.515], [8.871, -3.316, 4.818], [8.151, -3.302, 5.459], [8.523, -3.842, 4.088], [-6.335, 5.986, -1.779], [-6.056, 5.375, -1.088], [-6.977, 6.557, -1.338], [-13.048, -1.931, 1.948], [-12.190, -2.378, 1.970], [-13.177, -1.719, 1.016], [-0.158, -5.239, -4.495], [-0.281, -4.294, -4.334], [-0.176, -5.317, -5.456], [-1.551, -0.516, 6.221], [-2.322, -0.691, 6.772], [-1.847, 0.179, 5.620], [-2.596, -4.991, -1.007], [-2.730, -4.047, -0.850], [-2.579, -5.071, -1.968], [-8.558, -0.890, 3.314], [-7.878, -0.824, 2.641], [-8.443, -1.774, 3.683], [5.555, -4.531, -3.505], [6.412, -4.977, -3.509], [5.401, -4.314, -4.433], [1.661, -0.843, 5.938], [0.707, -0.681, 5.930], [1.796, -1.478, 5.225], [8.176, -3.346, -6.905], [7.824, -3.383, -7.803], [9.124, -3.484, -7.020], [-6.977, 0.352, 6.882], [-6.432, 0.212, 7.665], [-7.620, 1.015, 7.161], [-9.770, -4.429, -0.683], [-9.908, -4.326, 0.266], [-9.542, -3.543, -0.986], [5.441, 5.444, -5.968], [5.137, 6.095, -6.613], [4.675, 4.871, -5.835], [9.081, -5.051, -4.534], [9.933, -5.504, -4.533], [8.931, -4.834, -5.463], [-3.843, -2.714, 2.781], [-4.132, -2.055, 2.139], [-4.613, -3.286, 2.889], [-6.432, 7.840, 0.370], [-5.887, 7.703, 1.156], [-7.080, 8.499, 0.647], [-13.881, 1.002, -0.870], [-13.335, 0.876, -0.083], [-14.530, 1.662, -0.600], [-3.738, -6.177, 3.224], [-3.879, -5.237, 3.388], [-3.723, -6.246, 2.261], [5.178, -0.574, 5.960], [5.477, -1.184, 6.645], [4.541, -0.009, 6.414], [-4.879, 7.326, 3.588], [-3.926, 7.377, 3.445], [-5.072, 6.382, 3.540], [-3.755, -8.837, 0.940], [-3.898, -8.745, 1.890], [-3.529, -7.946, 0.648], [-4.363, -7.113, 6.020], [-4.504, -6.175, 6.187], [-4.346, -7.180, 5.055]], "mulliken_charge": [-0.99, -0.12, -0.05, -0.71, -0.45, 0.39, 0.72, -2.37, -0.28, 0.85, -0.38, -0.29, 0.52, -0.32, -0.29, 0.65, -0.32, -0.34, 0.46, -0.21, -0.33, 0.63, -0.29, -0.29, 0.53, 0.03, -0.37, 0.72, -0.23, -0.24, 0.40, -0.26, -0.23, -0.21, -0.91, -0.37, -0.95, 0.16, 1.69, -0.94, -0.28, 0.72, -0.95, 0.24, -0.54, -0.24, -0.48, -0.57, -0.15, -0.36, 0.37, 0.15, 0.28, 0.12, 0.33, 0.26, 0.35, -0.06, 0.50, 0.83, 0.74, 0.03, 0.27, 0.47, 0.16, 0.44, 0.42, 0.12, 0.36, 0.42, 0.71, -0.34, -0.07, -0.01, 0.12, 0.30, 0.10, 0.34, 0.18, 0.23, 0.47, 0.00, 0.20, -0.64, 0.28, 0.30, -0.76, 0.43, 0.24, -0.69, 0.32, 0.25, -0.62, 0.30, 0.34, -0.61, 0.35, 0.38, -0.53, 0.24, 0.29, -0.39, 0.13, 0.23, -0.61, 0.29, 0.30, -0.57, 0.30, 0.28, -0.62, 0.34, 0.28, -0.64, 0.31, 0.32, -0.59, 0.24, 0.32, -0.64, 0.39, 0.30, -0.61, 0.34, 0.30, -0.63, 0.30, 0.32, -0.60, 0.34, 0.30, -0.71, 0.28, 0.33, -0.55, 0.28, 0.25, -0.62, 0.31, 0.31, -0.62, 0.28, 0.30, -0.61, 0.31, 0.32, -0.62, 0.34, 0.30, -0.58, 0.30, 0.29, -0.60, 0.31, 0.32, -0.59, 0.19, 0.32, -0.60, 0.32, 0.31, -0.63, 0.32, 0.31, -0.58, 0.27, 0.29, -0.60, 0.28, 0.30, -0.64, 0.32, 0.31, -0.62, 0.34, 0.30, -0.63, 0.29, 0.35], "total_energy_ha": -6595.2516, "fmax_ev_per_a": 4.07, "molar_mass_g_mol": 1507.32, "total_charge": 1}